Here is a 9-piece molecular cluster, C24H42N6O6 overall from the OMol25 dataset. Energies are from ωB97M-V/def2-TZVPD.

```
78
Properties=species:S:1:pos:R:3:forces:R:3
C -15.824044 -7.854487 12.937318 -0.950 0.482 -0.469
C -16.057744 -8.949777 13.991588 1.402 -1.121 -1.340
O -17.174611 -8.804530 14.815613 -0.690 0.286 -0.148
C -17.120791 -7.931235 15.807870 -2.787 0.841 1.058
C -18.522494 -7.817067 16.434134 0.672 -0.090 -0.780
O -16.183215 -7.295158 16.152624 1.632 0.452 0.035
H -15.622415 -6.869196 13.361395 -0.108 -0.157 0.321
H -16.743890 -7.750811 12.332538 0.300 0.049 0.212
H -15.004072 -8.012165 12.211429 -0.260 -0.576 0.629
H -16.367742 -9.903944 13.496127 1.100 0.585 0.112
H -15.140568 -9.044050 14.597891 -0.417 -0.315 -0.169
H -18.789399 -8.811774 16.733091 -0.256 -0.466 0.677
H -19.233028 -7.572609 15.654703 0.007 0.212 -0.280
H -18.601892 -7.066357 17.212102 0.302 -0.200 0.171
C -16.863388 -14.750712 8.963695 0.014 -1.541 1.691
C -16.506841 -15.897608 8.035624 0.169 0.801 0.248
O -15.941375 -16.958856 8.826502 -0.565 -0.645 -0.729
C -15.475320 -18.026134 8.070503 0.429 0.707 3.446
C -15.022376 -19.104170 9.048371 -0.740 1.105 -0.125
O -15.383129 -17.985795 6.905937 -0.037 -0.291 -2.598
H -17.315656 -13.875977 8.556331 -0.243 0.466 -0.875
H -15.887864 -14.473373 9.372055 -0.351 0.291 0.502
H -17.563011 -15.103500 9.780346 0.922 0.362 -0.722
H -17.303808 -16.219168 7.391750 -0.590 -0.583 -0.004
H -15.736075 -15.559805 7.382669 0.648 0.286 -0.728
H -14.792945 -20.039071 8.563732 0.071 -0.147 -0.050
H -15.849620 -19.153568 9.754339 0.059 -0.563 0.107
H -14.193403 -18.688487 9.620615 0.191 -0.196 -0.154
C -19.791112 -3.275770 6.616398 -1.304 -0.076 -1.759
C -19.424001 -4.359967 7.556793 1.028 -0.668 0.939
O -19.419658 -5.629572 6.825185 0.349 0.131 1.526
C -19.021941 -6.745325 7.502610 1.129 -0.846 -1.100
C -18.594374 -7.844227 6.519835 -0.290 1.325 0.498
O -18.845581 -6.928369 8.692445 -0.792 1.414 -0.808
H -20.785979 -3.559502 6.141442 1.110 0.576 0.532
H -19.087160 -3.098054 5.785975 -0.083 -0.409 0.412
H -19.893998 -2.324854 7.117336 -0.175 0.188 0.334
H -18.443168 -4.196559 8.058407 -0.325 -0.282 -0.648
H -20.108776 -4.408209 8.395854 -0.465 -0.197 -0.010
H -18.869001 -7.731640 5.482772 -0.186 0.291 -0.120
H -18.959055 -8.737486 6.927605 -0.636 -1.468 0.322
H -17.524431 -7.914836 6.618393 0.533 0.094 -0.115
C -20.206544 -9.951746 12.996222 0.653 -0.745 0.337
C -21.626743 -9.983039 12.970842 -1.943 -0.021 -0.449
N -22.769099 -10.042032 12.833035 0.339 0.093 0.199
H -19.902752 -10.272039 11.991080 0.345 -0.109 0.471
H -19.889371 -10.608457 13.826984 0.283 0.211 -0.642
H -19.871582 -8.950677 13.188271 0.354 0.518 0.116
C -19.438710 -13.029515 5.808775 -0.873 -0.318 -0.004
C -20.470731 -12.169839 6.451467 1.274 -0.457 -0.755
N -21.238481 -11.414202 6.838745 -0.408 0.079 0.289
H -19.918756 -13.907969 5.365810 -0.195 0.337 -0.219
H -18.749545 -13.476178 6.504337 0.307 0.386 0.584
H -18.887362 -12.485447 5.040470 -0.161 0.061 0.201
C -20.939544 -6.203306 11.481675 -1.571 1.079 -1.316
C -20.118965 -6.199810 12.637946 0.626 0.212 1.591
N -19.449369 -6.200561 13.573687 -0.121 -0.047 -0.323
H -21.729202 -5.365949 11.470378 1.411 -1.087 0.161
H -21.486420 -7.139870 11.416304 0.065 -0.185 -0.031
H -20.261525 -6.116056 10.625120 -0.366 -0.020 -0.153
C -22.834016 -8.157999 8.768368 0.270 -0.336 1.076
C -21.723670 -8.964147 9.384373 -0.379 0.595 -0.639
N -20.870641 -9.505325 9.935797 -0.370 0.199 -0.359
H -22.506296 -7.411134 8.047493 0.430 -0.392 -0.192
H -23.214615 -7.549131 9.614333 -0.318 -0.563 -0.469
H -23.605130 -8.811815 8.314800 0.467 0.433 0.452
C -23.160282 -12.754384 10.150214 1.336 0.187 -0.048
C -21.919990 -13.294679 10.737228 1.749 -0.290 0.939
N -20.877106 -13.577191 11.179408 -2.093 0.362 -0.858
H -23.879883 -13.519789 9.924256 -0.166 -0.339 -0.204
H -22.786879 -12.240034 9.250725 -0.611 -0.045 0.101
H -23.581594 -12.047765 10.852859 -0.097 0.257 0.084
C -17.059300 -9.418064 9.907566 -0.976 -0.237 -0.709
C -17.421381 -10.214346 8.700564 0.104 0.003 0.623
N -17.650317 -10.898714 7.805063 0.039 0.227 0.128
H -16.190068 -8.805200 9.625900 -0.188 -0.308 0.597
H -16.925347 -10.137037 10.731880 0.437 0.458 -0.302
H -17.914032 -8.763268 10.175761 0.529 -0.301 -0.321
```
Positions in Å, forces in eV/Å.

Results
- maximum force (eV/A) = 3.5
- E_LUMO (hartree) = 0.0100
- SMILES string = CCOC(C)=O.CCOC(C)=O.CCOC(C)=O.CC#N.CC#N.CC#N.CC#N.CC#N.CC#N
- ΔE to the lowest compared entry with this formula, charge and spin (kJ/mol) = 454.78
- E (eV) = -46792.9795
- frontier orbital gap (Ha) = 0.379

Here is C41H45KN4O4P2Se2Si2Te as an isolated structure from the OMol25 dataset. Energies are from ωB97M-V/def2-TZVPD.

```
102
Properties=species:S:1:pos:R:3:forces:R:3
K -0.571491 -2.843918 -0.331639 -0.372 1.409 -0.990
Se 3.150886 3.655968 -0.307110 0.194 0.039 -0.002
P 1.068290 3.371014 -0.347567 0.025 0.265 0.003
C 0.388699 4.134176 1.150391 0.002 -0.119 -0.054
C 0.479136 5.517572 1.311985 -0.040 0.018 -0.002
C 0.094067 6.106094 2.503143 0.035 0.043 -0.021
C -0.321146 5.314285 3.565522 -0.017 -0.028 0.058
C -0.331820 3.935442 3.435759 -0.063 0.003 0.038
C 0.014383 3.344451 2.228934 -0.065 -0.025 -0.077
C 0.398185 4.247481 -1.804662 -0.045 -0.106 0.058
C -0.323004 5.435566 -1.784694 -0.008 -0.100 0.042
C -0.648228 6.068241 -2.976435 -0.071 0.054 -0.037
C -0.288867 5.503737 -4.189974 -0.050 0.052 0.002
C 0.414133 4.306389 -4.214282 0.031 -0.002 -0.013
C 0.772202 3.690716 -3.027913 -0.057 -0.026 0.001
C 0.546517 1.660118 -0.533746 -0.343 -0.291 0.099
C -0.598803 0.814087 -0.545804 0.384 -0.198 -0.152
N -0.152445 -0.397970 -0.958735 -0.053 0.929 0.047
N 1.146341 -0.317540 -1.173213 -0.110 -0.128 -0.121
N 1.581994 0.889073 -0.930725 0.173 0.141 0.072
P -2.394146 0.785359 -0.352453 -0.070 0.547 -0.105
Se -3.273123 -1.116649 -0.254698 -0.073 -0.185 -0.054
C -3.029068 1.740920 -1.770042 0.001 -0.026 0.013
C -2.957960 3.128667 -1.834953 0.027 -0.079 -0.018
C -3.455236 3.795929 -2.943473 0.056 0.089 0.000
C -3.985450 3.083753 -4.008638 -0.020 0.002 -0.030
C -4.030244 1.698248 -3.961961 0.010 0.060 -0.005
C -3.565485 1.030722 -2.840321 -0.016 -0.014 0.026
C -2.914794 1.630359 1.173522 -0.035 -0.041 -0.023
C -2.557348 0.974734 2.353658 0.160 0.050 0.016
C -3.109879 1.354741 3.561546 0.082 0.076 0.059
C -4.020541 2.403436 3.607288 -0.024 0.079 0.009
C -4.378917 3.057428 2.440765 -0.063 0.030 0.035
C -3.844772 2.660610 1.221384 0.117 0.040 -0.027
H 0.893729 6.123029 0.516169 -0.003 0.002 0.065
H 0.145612 7.182302 2.615143 0.012 -0.007 -0.008
H -0.612608 5.773272 4.502515 0.017 -0.011 -0.001
H -0.605301 3.316200 4.277528 -0.067 -0.076 0.031
H 0.031519 2.267076 2.129069 -0.091 -0.051 -0.001
H -0.632153 5.872218 -0.844614 -0.058 -0.015 -0.093
H -1.189740 7.006963 -2.951600 -0.022 -0.026 -0.013
H -0.561342 5.995075 -5.116209 0.019 -0.006 -0.002
H 0.696858 3.862181 -5.160213 -0.001 -0.019 0.013
H 1.356899 2.777191 -3.030618 -0.030 -0.012 -0.050
H -2.528011 3.684591 -1.012249 0.069 0.088 -0.033
H -3.419976 4.875423 -2.979942 0.049 0.067 -0.002
H -4.363330 3.612068 -4.875796 0.007 -0.004 0.004
H -4.433825 1.137190 -4.795214 -0.008 -0.012 0.015
H -3.623517 -0.048158 -2.772859 0.006 -0.010 -0.010
H -1.869129 0.137334 2.306811 -0.039 0.024 0.033
H -2.842198 0.830164 4.470505 0.024 -0.021 -0.031
H -4.460700 2.702649 4.550825 0.013 -0.011 0.001
H -5.098926 3.866158 2.470457 0.000 -0.008 0.001
H -4.174628 3.142884 0.311444 -0.030 -0.015 0.060
O -5.921950 -8.256645 -0.197040 0.020 -0.073 0.010
C -4.678433 -8.355059 -0.136607 0.181 0.225 -0.028
O -3.954295 -9.365475 -0.070301 -0.029 -0.008 0.015
C -3.918212 -6.988718 -0.149728 -0.231 -0.204 0.021
C -4.641077 -5.802397 -0.225209 0.087 0.054 0.022
C -3.959979 -4.599817 -0.229279 -0.005 -0.044 -0.033
N -2.631238 -4.506843 -0.152105 -0.264 -0.172 0.110
C -1.936975 -5.646031 -0.079513 -0.179 -0.067 -0.020
C -2.535327 -6.900133 -0.089254 0.033 -0.016 -0.027
C -0.436913 -5.444235 -0.024523 0.347 -0.736 0.058
O 0.265481 -5.943774 -0.912373 -0.275 -0.067 -0.056
O -0.015786 -4.670211 0.895595 0.198 -1.263 0.973
H -5.719575 -5.858698 -0.276719 -0.008 0.014 0.000
H -4.490619 -3.653596 -0.293428 -0.067 -0.047 -0.021
H -1.939863 -7.802224 -0.048998 -0.024 -0.007 -0.009
C 7.003499 -2.861110 -1.664928 -0.233 -0.010 -0.001
Si 5.102333 -2.715960 -1.549332 0.212 0.124 -0.194
C 4.665120 -0.892309 -1.752576 -0.054 -0.310 0.119
C 4.350628 -3.711875 -2.969465 0.026 0.057 0.240
C 4.574071 -3.430840 0.094173 -0.131 0.072 -0.071
Te 2.477269 -4.121968 0.231637 0.907 0.113 0.217
C 2.437045 -3.532076 2.309935 -0.004 0.165 -0.188
Si 2.411268 -1.702348 2.735898 -0.018 0.387 0.238
C 3.601876 -0.506109 1.881509 -0.072 -0.435 -0.069
C 0.681787 -1.002671 2.419021 0.156 -0.307 -0.021
C 2.814027 -1.578127 4.595624 -0.154 -0.063 -0.169
H 7.394989 -2.455648 -2.602077 -0.045 0.010 -0.011
H 7.322869 -3.904135 -1.591797 -0.015 -0.009 -0.001
H 7.474181 -2.313404 -0.843894 -0.017 0.006 0.006
H 4.872777 -0.551871 -2.770413 0.013 -0.040 -0.020
H 5.246438 -0.266826 -1.070751 -0.014 -0.005 0.026
H 3.606028 -0.710035 -1.550489 0.049 0.002 -0.044
H 4.702418 -3.378432 -3.948175 0.021 0.048 0.017
H 3.261971 -3.615030 -2.947196 0.000 -0.004 -0.035
H 4.585938 -4.774047 -2.866033 0.000 -0.010 -0.005
H 4.698013 -2.681594 0.876055 0.063 0.070 -0.015
H 5.220047 -4.274481 0.351792 -0.052 -0.038 -0.005
H 3.262496 -4.051983 2.799641 0.013 0.019 -0.013
H 1.503653 -3.971726 2.669562 0.005 -0.011 0.044
H 3.435247 -0.481480 0.801870 -0.008 0.032 0.028
H 4.653318 -0.747476 2.056922 -0.008 -0.018 0.024
H 3.428875 0.503916 2.261459 -0.076 0.000 0.013
H 0.490773 -1.001749 1.341072 0.029 0.122 0.136
H 0.601195 0.027607 2.774864 0.048 0.006 0.000
H -0.093008 -1.603984 2.903086 -0.002 0.000 0.003
H 3.808863 -1.989911 4.786466 0.004 0.005 -0.002
H 2.101146 -2.142789 5.202344 0.003 -0.031 -0.024
H 2.806327 -0.544722 4.951716 0.003 0.026 -0.065
```
Positions in Å, forces in eV/Å.

Results
- maximum force (eV/A) = 1.8
- E_LUMO (hartree) = 0.1200
- E (eV) = -246048.2061
- total charge = -2
- frontier orbital gap (Ha) = 0.228

Here is a 2-piece molecular cluster, C3H8NO overall from the OMol25 dataset. Energies are from ωB97M-V/def2-TZVPD.

```
13
Properties=species:S:1:pos:R:3:forces:R:3
C -1.222439 -0.661127 -0.048892 -0.436 -2.259 -0.305
C 0.028413 -0.297344 0.580196 2.740 -0.968 1.398
C 0.268402 0.845095 -0.230218 2.753 2.421 -1.112
N -1.013803 0.796079 0.308287 -3.529 -0.687 1.353
O 0.682236 -0.758153 1.656875 -0.464 0.096 0.581
H -1.163080 -0.851152 -1.152493 -0.325 0.385 1.040
H -1.843365 -1.421698 0.493366 0.005 1.523 -0.221
H 1.668136 -0.256391 -1.921383 0.343 0.022 -0.293
H 1.494325 -0.931761 -1.702641 0.110 -0.457 -0.040
H 0.316341 0.835568 -1.290855 -0.074 -0.182 -0.691
H 0.916467 1.578403 0.191160 0.432 0.632 0.367
H -1.545587 1.418920 0.914735 0.172 -0.262 -0.073
H 1.413956 -0.296439 2.201864 -1.726 -0.264 -2.005
```
Positions in Å, forces in eV/Å.

Results
- maximum force (eV/A) = 3.8
- E_LUMO (hartree) = -0.1221
- ΔE to the lowest compared entry with this formula, charge and spin (kJ/mol) = 397.31
- E (eV) = -6767.0518
- total charge = +1
- frontier orbital gap (Ha) = 0.466